ORCA calculation (ωB97M-V with the def2-TZVPD basis set) on one molecule with the formula C23H36N4O3.

## Properties
**Total charge**: 0
**Highest occupied orbital energy**: -7.40 eV
**Energy above the lowest of the compared OMol25 structures with the same formula, charge and spin**: 3.6552 eV

Bonds (Å) are listed after each position.
Positions of all 66 atoms, in Å:
1 C 4.13 -6.68 -6.70  O2 1.404, H31 1.096, H32 1.096, H33 1.089
2 O 4.43 -5.38 -6.27  C1 1.404, C3 1.369
3 C 3.56 -4.77 -5.41  O2 1.369, C4 1.395, C30 1.386
4 C 3.90 -3.47 -5.02  C3 1.395, C5 1.375, H34 1.079
5 C 3.10 -2.77 -4.15  C4 1.375, C6 1.400, H35 1.079
6 C 1.91 -3.32 -3.64  C5 1.400, N7 1.396, C29 1.392
7 N 1.16 -2.59 -2.72  C6 1.396, C8 1.444, C28 1.449
8 C 0.12 -3.26 -1.97  N7 1.444, C9 1.531, H36 1.091, H37 1.103
9 C -0.18 -2.44 -0.71  C8 1.531, N10 1.449, H38 1.090, H39 1.103
10 N -0.63 -1.12 -1.09  C9 1.449, C11 1.450, C27 1.451
11 C -1.24 -0.32 -0.04  N10 1.450, C12 1.533, C26 1.543, H40 1.097
12 C -2.63 -0.84 0.32  C11 1.533, C13 1.527, H41 1.090, H42 1.091
13 C -3.29 0.12 1.31  C12 1.527, C14 1.532, H43 1.091, H44 1.092
14 C -2.40 0.28 2.54  C13 1.532, N15 1.444, H45 1.088, H46 1.097
15 N -1.09 0.75 2.15  C14 1.444, C16 1.357, C26 1.448
16 C -0.59 2.00 2.31  N15 1.357, O17 1.217, C18 1.519
17 O 0.47 2.33 1.80  C16 1.217
18 C -1.40 2.95 3.18  C16 1.519, C19 1.535, H47 1.093, H48 1.092
19 C -0.62 4.26 3.39  C18 1.535, N20 1.443, H49 1.092, H50 1.091
20 N -1.25 5.21 4.28  C19 1.443, C21 1.453, O25 1.445
21 C -2.55 5.71 3.86  N20 1.453, C22 1.530, H51 1.092, H52 1.101
22 C -2.93 6.85 4.81  C21 1.530, C23 1.528, H53 1.091, H54 1.091
23 C -2.96 6.32 6.24  C22 1.528, C24 1.531, H55 1.090, H56 1.092
24 C -1.63 5.61 6.52  C23 1.531, O25 1.406, H57 1.092, H58 1.098
25 O -1.40 4.60 5.58  N20 1.445, C24 1.406
26 C -0.42 -0.17 1.25  C11 1.543, N15 1.448, H59 1.091, H60 1.095
27 C 0.45 -0.45 -1.81  N10 1.451, C28 1.527, H61 1.092, H62 1.102
28 C 0.75 -1.25 -3.07  N7 1.449, C27 1.527, H63 1.089, H64 1.103
29 C 1.59 -4.61 -4.04  C6 1.392, C30 1.386, H65 1.079
30 C 2.40 -5.33 -4.90  C3 1.386, C29 1.386, H66 1.079
31 H 3.18 -6.72 -7.24  C1 1.096
32 H 4.10 -7.38 -5.86  C1 1.096
33 H 4.94 -6.97 -7.37  C1 1.089
34 H 4.81 -3.04 -5.40  C4 1.079
35 H 3.40 -1.78 -3.84  C5 1.079
36 H 0.47 -4.25 -1.67  C8 1.091
37 H -0.81 -3.36 -2.55  C8 1.103
38 H -0.97 -2.95 -0.14  C9 1.090
39 H 0.74 -2.41 -0.09  C9 1.103
40 H -1.36 0.69 -0.47  C11 1.097
41 H -3.23 -0.92 -0.59  C12 1.090
42 H -2.56 -1.83 0.77  C12 1.091
43 H -4.27 -0.27 1.62  C13 1.091
44 H -3.44 1.09 0.84  C13 1.092
45 H -2.85 0.97 3.26  C14 1.088
46 H -2.28 -0.69 3.04  C14 1.097
47 H -2.35 3.15 2.68  C18 1.093
48 H -1.59 2.50 4.15  C18 1.092
49 H 0.35 4.02 3.83  C19 1.092
50 H -0.45 4.76 2.44  C19 1.091
51 H -2.45 6.08 2.84  C21 1.092
52 H -3.33 4.93 3.89  C21 1.101
53 H -3.91 7.26 4.53  C22 1.091
54 H -2.19 7.64 4.72  C22 1.091
55 H -3.10 7.13 6.95  C23 1.090
56 H -3.78 5.61 6.36  C23 1.092
57 H -1.64 5.10 7.49  C24 1.092
58 H -0.81 6.34 6.50  C24 1.098
59 H 0.57 0.24 1.04  C26 1.091
60 H -0.31 -1.14 1.75  C26 1.095
61 H 0.12 0.55 -2.08  C27 1.092
62 H 1.36 -0.37 -1.20  C27 1.102
63 H 1.54 -0.75 -3.64  C28 1.089
64 H -0.16 -1.28 -3.69  C28 1.103
65 H 0.68 -5.08 -3.68  C29 1.079
66 H 2.10 -6.33 -5.18  C30 1.079